1.
C7H12N2 in the gas phase at a distorted geometry. Source: the OMol25 dataset; level of theory: ωB97M-V/def2-TZVPD.

Output
- energy relative to the best compared isomer or geometry (same formula, charge and spin) (eV) = 6.0542
- E_HOMO (alpha / beta) (eV) = -7.582 / -7.535

Element x y z (Å)
C -0.963 0.984 -1.461
C -0.731 -0.110 -0.674
N -1.675 -1.163 -0.698
C 0.756 -0.696 -0.354
C 1.852 -0.163 -1.257
N 1.024 -0.275 1.013
C 0.152 -0.902 1.956
C -0.280 0.386 1.350
C -0.251 1.663 1.799
H -0.361 1.878 -1.368
H -1.717 0.964 -2.239
H -2.528 -0.966 -0.185
H -1.975 -1.482 -1.614
H 0.686 -1.787 -0.446
H 1.645 -0.397 -2.304
H 1.954 0.920 -1.144
H 2.809 -0.611 -0.977
H -0.430 -1.773 1.676
H 0.514 -0.835 2.973
H 0.627 2.058 2.293
H -1.110 2.307 1.662

Partial charges, natural (NBO), in e:
1. C -0.411
2. C 0.147
3. N -0.897
4. C -0.067
5. C -0.610
6. N -0.436
7. C -0.237
8. C 0.062
9. C -0.354
10. H 0.194
11. H 0.196
12. H 0.373
13. H 0.369
14. H 0.208
15. H 0.210
16. H 0.212
17. H 0.218
18. H 0.211
19. H 0.216
20. H 0.200
21. H 0.195

2.
A molecular structure, C57H48Cl3CsGeOP3 at a distorted geometry. Source: the OMol25 dataset; level of theory: ωB97M-V/def2-TZVPD.

Output
- multiplicity = 2
- energy relative to the best compared isomer or geometry (same formula, charge and spin) (eV) = 1.4501
- ⟨S²⟩ = 0.8013
- E_HOMO (alpha / beta) (eV) = -6.410 / -6.410

Element x y z (Å)
Cs 15.477 11.657 9.893
O 18.903 15.215 10.418
C 20.007 15.036 9.557
C 20.450 16.037 8.705
C 21.472 15.731 7.753
C 22.082 14.486 7.755
C 21.738 13.547 8.746
C 20.688 13.758 9.647
P 20.161 12.447 10.740
C 21.521 11.328 10.799
C 22.840 11.717 11.065
C 23.818 10.722 11.066
C 23.442 9.395 10.953
C 22.141 9.032 10.686
C 21.181 10.012 10.597
C 20.063 13.123 12.344
C 18.968 12.844 13.111
C 18.856 13.332 14.433
C 19.858 14.149 14.964
C 20.986 14.409 14.186
C 21.084 13.909 12.883
C 18.825 16.372 11.214
C 19.978 16.946 11.728
C 19.883 18.250 12.288
C 18.696 18.937 12.257
C 17.542 18.303 11.757
C 17.556 16.995 11.329
P 16.048 16.084 10.992
C 14.861 16.571 12.279
C 15.304 17.011 13.507
C 14.419 17.526 14.434
C 13.064 17.381 14.238
C 12.594 16.758 13.040
C 13.506 16.436 12.043
C 15.402 16.998 9.563
C 14.978 18.322 9.670
C 14.557 19.003 8.546
C 14.562 18.431 7.285
C 14.991 17.095 7.168
C 15.432 16.402 8.266
H 19.968 16.999 8.665
H 21.734 16.567 7.073
H 22.879 14.251 7.023
H 22.181 12.548 8.678
H 23.124 12.792 11.195
H 24.822 11.020 11.197
H 24.199 8.637 10.997
H 21.843 7.955 10.536
H 20.125 9.797 10.212
H 18.108 12.247 12.730
H 18.005 13.024 15.099
H 19.858 14.506 15.989
H 21.792 14.996 14.594
H 21.935 14.257 12.281
H 20.949 16.474 11.530
H 20.785 18.604 12.763
H 18.545 19.916 12.650
H 16.556 18.752 11.824
H 16.364 17.002 13.790
H 14.753 18.136 15.283
H 12.351 17.804 14.937
H 11.557 16.522 12.952
H 13.120 16.004 11.107
H 14.982 18.850 10.588
H 14.340 20.078 8.622
H 14.302 19.052 6.384
H 14.994 16.555 6.210
H 15.814 15.386 8.174
C 10.931 13.596 8.957
C 10.058 13.794 10.142
C 9.164 14.877 10.184
C 8.455 15.156 11.332
C 8.615 14.365 12.489
C 9.473 13.299 12.433
C 10.207 12.967 11.268
P 11.420 11.632 11.425
C 10.504 10.115 10.996
C 9.103 10.179 10.852
C 8.334 9.054 10.648
C 9.036 7.841 10.344
C 10.427 7.782 10.456
C 11.171 8.917 10.745
C 12.675 8.835 10.665
C 11.721 11.415 13.191
C 10.911 10.599 13.999
C 11.133 10.501 15.378
C 12.272 11.088 15.994
C 13.104 11.821 15.230
C 12.912 11.998 13.798
C 13.856 12.673 13.088
H 10.604 12.742 8.304
H 11.946 13.274 9.235
H 11.025 14.536 8.380
H 9.057 15.544 9.305
H 7.739 15.969 11.332
H 7.974 14.500 13.392
H 9.528 12.636 13.300
H 8.690 11.143 10.792
H 7.235 9.114 10.597
H 8.463 6.951 10.071
H 10.927 6.783 10.308
H 12.953 7.780 10.788
H 13.222 9.461 11.346
H 13.042 9.095 9.661
H 10.051 10.052 13.610
H 10.397 9.883 15.916
H 12.493 11.050 17.054
H 13.999 12.288 15.679
H 14.751 13.043 13.644
H 13.691 12.961 12.074
Cl 19.543 6.238 10.966
Ge 17.948 7.610 11.903
Cl 16.491 6.629 13.221
Cl 16.882 8.372 10.005

Atomic partial charges in e from the Löwdin method, atoms 1 to 99:
1. Cs 0.574
2. O -0.059
3. C -0.237
4. C -0.012
5. C -0.078
6. C -0.089
7. C -0.090
8. C -0.283
9. P 1.073
10. C -0.418
11. C -0.088
12. C -0.076
13. C -0.084
14. C -0.082
15. C -0.115
16. C -0.414
17. C -0.101
18. C -0.070
19. C -0.085
20. C -0.081
21. C -0.088
22. C -0.239
23. C -0.004
24. C -0.056
25. C -0.070
26. C -0.090
27. C -0.310
28. P 1.095
29. C -0.406
30. C -0.111
31. C -0.094
32. C -0.075
33. C -0.056
34. C -0.112
35. C -0.359
36. C -0.094
37. C -0.092
38. C -0.079
39. C -0.097
40. C -0.101
41. H 0.117
42. H 0.110
43. H 0.111
44. H 0.108
45. H 0.114
46. H 0.089
47. H 0.101
48. H 0.088
49. H 0.108
50. H 0.104
51. H 0.115
52. H 0.101
53. H 0.099
54. H 0.104
55. H 0.122
56. H 0.105
57. H 0.096
58. H 0.092
59. H 0.117
60. H 0.113
61. H 0.100
62. H 0.089
63. H 0.114
64. H 0.088
65. H 0.113
66. H 0.121
67. H 0.108
68. H 0.091
69. C -0.077
70. C -0.288
71. C -0.051
72. C -0.083
73. C -0.082
74. C -0.097
75. C -0.330
76. P 1.085
77. C -0.322
78. C -0.096
79. C -0.066
80. C -0.064
81. C -0.052
82. C -0.285
83. C -0.066
84. C -0.313
85. C -0.089
86. C -0.055
87. C -0.079
88. C -0.043
89. C -0.300
90. C 0.015
91. H 0.102
92. H 0.040
93. H 0.085
94. H 0.122
95. H 0.101
96. H 0.118
97. H 0.099
98. H 0.079
99. H 0.108

3.
C21H26FN3O4S in the gas phase at a distorted geometry. Source: the OMol25 dataset; level of theory: ωB97M-V/def2-TZVPD.

Output
- energy relative to the best compared isomer or geometry (same formula, charge and spin) (eV) = 0.4367
- E_HOMO (eV) = -8.240

Element x y z (Å)
C 2.299 -3.702 -1.507
C 1.903 -2.230 -1.438
N 0.987 -1.825 -2.478
C 1.472 -1.588 -3.815
C 2.090 -0.198 -3.960
S -0.619 -2.129 -2.204
O -1.306 -2.091 -3.463
O -0.774 -3.281 -1.362
C -1.093 -0.694 -1.248
C -1.305 0.518 -1.873
C -1.660 1.621 -1.121
C -1.797 1.545 0.270
N -2.201 2.622 1.048
C -2.825 3.781 0.437
C -1.800 4.866 0.076
O -1.040 5.231 1.206
C -0.389 4.112 1.760
C -1.398 3.037 2.189
C -1.608 0.284 0.884
N -1.866 0.142 2.255
C -1.289 -0.708 3.153
O -1.790 -0.892 4.242
C 0.013 -1.318 2.753
C 0.228 -2.671 2.997
C 1.438 -3.257 2.678
C 2.436 -2.464 2.142
F 3.621 -3.022 1.825
C 2.259 -1.109 1.920
C 1.038 -0.539 2.223
C -1.261 -0.817 0.116
H 1.407 -4.316 -1.420
H 2.793 -3.926 -2.450
H 2.980 -3.939 -0.694
H 2.790 -1.592 -1.492
H 1.395 -2.034 -0.491
H 2.204 -2.353 -4.099
H 0.605 -1.681 -4.470
H 2.974 -0.100 -3.335
H 2.378 -0.031 -4.994
H 1.373 0.564 -3.667
H -1.206 0.581 -2.945
H -1.823 2.560 -1.626
H -3.400 3.477 -0.437
H -3.515 4.197 1.180
H -2.302 5.774 -0.260
H -1.127 4.509 -0.719
H 0.170 4.480 2.622
H 0.312 3.683 1.026
H -0.865 2.191 2.619
H -2.069 3.460 2.943
H -2.681 0.637 2.599
H -0.566 -3.258 3.431
H 1.616 -4.307 2.842
H 3.069 -0.522 1.517
H 0.889 0.518 2.057
H -1.163 -1.795 0.558

Partial charges, natural (NBO), in e:
1. C -0.632
2. C -0.217
3. N -0.707
4. C -0.220
5. C -0.612
6. S 2.346
7. O -0.941
8. O -0.945
9. C -0.348
10. C -0.171
11. C -0.259
12. C 0.154
13. N -0.449
14. C -0.246
15. C -0.086
16. O -0.521
17. C -0.085
18. C -0.246
19. C 0.177
20. N -0.639
21. C 0.667
22. O -0.584
23. C -0.180
24. C -0.143
25. C -0.282
26. C 0.410
27. F -0.323
28. C -0.309
29. C -0.111
30. C -0.217
31. H 0.234
32. H 0.201
33. H 0.216
34. H 0.197
35. H 0.215
36. H 0.187
37. H 0.240
38. H 0.201
39. H 0.214
40. H 0.206
41. H 0.234
42. H 0.217
43. H 0.217
44. H 0.207
45. H 0.200
46. H 0.161
47. H 0.200
48. H 0.161
49. H 0.220
50. H 0.204
51. H 0.418
52. H 0.236
53. H 0.237
54. H 0.234
55. H 0.208
56. H 0.252

4.
2 unconnected molecules or ions with the total composition C11H18BClFO3 at a distorted geometry. Source: the OMol25 dataset; level of theory: ωB97M-V/def2-TZVPD.

Output
- charge = -1
- E_HOMO (eV) = -4.334

Element x y z (Å)
C -2.967 -0.430 0.758
C -3.125 0.427 -0.259
C -1.997 1.262 -0.719
C -0.945 1.236 0.341
C -0.222 2.498 0.784
O -0.372 3.605 0.492
O 0.684 1.999 1.681
C 1.144 0.719 1.159
B 0.888 -0.601 2.013
C 2.058 -1.656 2.213
O -0.353 -0.892 2.559
C 0.288 0.415 -0.092
C 0.945 0.973 -1.351
C 1.684 -0.073 -2.190
C 1.092 -1.469 -2.130
Cl 1.562 0.479 -3.943
H -2.687 -0.029 1.729
H -2.997 -1.516 0.660
H -4.068 0.473 -0.798
H -2.329 2.248 -1.060
H -1.588 0.756 -1.593
H -1.358 0.908 1.285
H 2.205 0.872 0.965
H 1.637 -2.569 2.622
H 2.764 -1.250 2.938
H 2.541 -1.918 1.271
H -0.857 -1.381 1.857
H -0.121 -0.603 -0.115
H 0.270 1.545 -1.972
H 1.689 1.695 -1.021
H 2.746 -0.099 -2.000
H 1.408 -2.094 -2.954
H 0.014 -1.456 -2.006
H 1.470 -1.946 -1.224
F -1.104 -2.127 0.101

Partial charges, natural (NBO), in e:
1. C -0.403
2. C -0.200
3. C -0.452
4. C -0.342
5. C 0.828
6. O -0.573
7. O -0.537
8. C -0.269
9. B 1.095
10. C -1.016
11. O -0.993
12. C -0.312
13. C -0.437
14. C -0.114
15. C -0.642
16. Cl -0.153
17. H 0.179
18. H 0.262
19. H 0.180
20. H 0.210
21. H 0.215
22. H 0.269
23. H 0.181
24. H 0.232
25. H 0.225
26. H 0.227
27. H 0.555
28. H 0.347
29. H 0.232
30. H 0.208
31. H 0.198
32. H 0.211
33. H 0.256
34. H 0.225
35. F -0.891